Density functional theory data (ωB97M-V/def2-TZVPD) for a molecular structure, C36H59CoGeO6PS3Si.

Calculated values
total charge	0
relative energy (zero: lowest compared OMol25 entry of this formula, charge and spin)	0.27	kcal/mol
2S+1	6
HOMO-LUMO gap (alpha / beta)	0.2731 / 0.2289	hartree

Cartesian coordinates (Å):
Co: -0.582 1.407 -0.424
C: 2.014 1.630 -2.820
C: 2.610 1.996 -1.472
C: 3.891 1.216 -1.213
C: 2.869 3.494 -1.409
O: 1.615 1.631 -0.458
Si: 1.790 1.686 1.211
S: -0.200 1.313 1.755
O: 2.889 0.642 1.774
C: 2.913 -0.723 2.244
C: 4.387 -1.082 2.345
C: 2.211 -1.617 1.236
C: 2.242 -0.798 3.607
O: 2.284 3.192 1.556
C: 3.003 3.780 2.653
C: 2.368 3.330 3.963
C: 4.467 3.363 2.578
C: 2.861 5.283 2.473
H: 2.659 2.005 -3.616
H: 1.027 2.083 -2.938
H: 1.923 0.553 -2.934
H: 4.617 1.452 -1.993
H: 3.699 0.142 -1.227
H: 4.330 1.472 -0.249
H: 3.552 3.771 -2.213
H: 3.306 3.785 -0.456
H: 1.937 4.047 -1.544
H: 4.853 -1.063 1.358
H: 4.505 -2.082 2.765
H: 4.906 -0.371 2.989
H: 2.678 -1.524 0.253
H: 1.154 -1.353 1.152
H: 2.273 -2.662 1.542
H: 2.779 -0.185 4.333
H: 2.240 -1.829 3.963
H: 1.208 -0.456 3.551
H: 2.509 2.258 4.113
H: 1.297 3.539 3.952
H: 2.817 3.856 4.807
H: 4.556 2.277 2.588
H: 5.016 3.767 3.430
H: 4.924 3.745 1.663
H: 1.807 5.564 2.478
H: 3.298 5.595 1.524
H: 3.369 5.813 3.281
C: -0.998 4.257 -1.245
O: -0.904 2.861 -1.322
H: -0.041 4.721 -1.498
H: -1.285 4.577 -0.240
H: -1.751 4.602 -1.957
C: 0.431 -1.388 -2.121
Ge: -0.426 -2.720 -0.950
C: -1.956 -3.487 -1.893
C: -3.261 -3.382 -1.419
C: -4.323 -3.899 -2.150
C: -4.091 -4.530 -3.364
C: -2.793 -4.647 -3.845
C: -1.734 -4.128 -3.113
C: 0.856 -4.155 -0.571
C: 2.063 -4.228 -1.218
C: 3.028 -5.208 -0.884
C: 2.778 -6.105 0.109
C: 1.543 -6.080 0.806
C: 1.262 -7.012 1.837
C: 0.073 -6.981 2.503
C: -0.898 -6.012 2.167
C: -0.652 -5.104 1.180
C: 0.576 -5.104 0.466
H: 0.006 -1.481 -3.123
H: 1.510 -1.534 -2.159
H: 0.257 -0.338 -1.826
H: -3.464 -2.876 -0.482
H: -5.333 -3.795 -1.772
H: -4.919 -4.929 -3.936
H: -2.607 -5.144 -4.789
H: -0.724 -4.234 -3.498
H: 2.305 -3.531 -2.013
H: 3.969 -5.236 -1.420
H: 3.514 -6.854 0.378
H: 2.013 -7.754 2.084
H: -0.132 -7.699 3.287
H: -1.843 -5.993 2.695
H: -1.409 -4.368 0.932
C: -3.425 1.865 -3.210
C: -4.826 1.333 -2.977
C: -5.862 2.431 -2.843
O: -4.953 0.444 -1.830
P: -4.318 0.512 -0.386
S: -5.230 -0.645 0.830
S: -2.327 -0.024 -0.636
O: -4.332 2.079 -0.102
C: -3.696 2.773 1.004
C: -4.044 4.232 0.795
C: -4.119 2.273 2.370
H: -3.425 2.412 -4.154
H: -2.700 1.056 -3.280
H: -3.113 2.542 -2.414
H: -5.090 0.678 -3.808
H: -5.625 3.072 -1.994
H: -6.853 2.004 -2.692
H: -5.877 3.038 -3.750
H: -2.619 2.624 0.877
H: -5.120 4.378 0.912
H: -3.758 4.561 -0.205
H: -3.528 4.851 1.529
H: -5.205 2.296 2.471
H: -3.679 2.931 3.122
H: -3.784 1.256 2.558

---

Density functional theory data (ωB97M-V/def2-TZVPD) for a molecular structure, C36H59N9.

Calculated values
total charge	0
relative energy (zero: lowest compared OMol25 entry of this formula, charge and spin)	375.73	kcal/mol
HOMO-LUMO gap	0.2954	hartree

Cartesian coordinates (Å):
C: 1.964 -3.384 -0.087
C: 3.061 -2.682 -0.910
C: 4.314 -3.626 -1.365
C: 3.958 -4.904 -2.007
N: 3.609 -5.921 -2.448
H: 1.619 -4.070 -0.861
H: 1.303 -2.633 0.344
H: 2.366 -3.964 0.744
H: 3.519 -1.781 -0.502
H: 2.654 -2.278 -1.836
H: 5.068 -3.667 -0.579
H: 4.858 -3.011 -2.083
C: -0.702 1.005 -3.642
C: 0.148 -0.239 -3.864
C: 0.963 -0.683 -2.771
C: 1.529 -2.006 -2.999
N: 1.933 -3.088 -3.156
H: -0.281 1.941 -3.275
H: -1.297 0.706 -2.778
H: -1.332 1.202 -4.509
H: 0.698 -0.025 -4.780
H: -0.472 -1.088 -4.150
H: 0.302 -0.798 -1.911
H: 1.837 -0.066 -2.565
C: -3.405 3.824 3.419
C: -2.649 2.446 3.295
C: -2.752 1.686 1.920
C: -2.366 2.582 0.831
N: -2.045 3.258 -0.045
H: -3.752 4.012 4.435
H: -4.308 3.733 2.816
H: -2.843 4.670 3.022
H: -2.900 1.704 4.053
H: -1.578 2.601 3.425
H: -3.768 1.319 1.776
H: -2.102 0.811 1.895
C: 2.304 0.320 -0.642
C: 3.727 0.060 -0.091
C: 3.821 -0.724 1.260
C: 3.096 -0.017 2.302
N: 2.558 0.572 3.107
H: 2.400 0.782 -1.625
H: 1.869 1.009 0.082
H: 1.806 -0.649 -0.608
H: 4.228 1.006 0.113
H: 4.261 -0.523 -0.842
H: 4.867 -0.734 1.567
H: 3.560 -1.749 0.997
C: 0.832 2.797 -0.944
C: 0.289 4.101 -0.335
C: 0.983 4.392 1.087
C: 0.631 3.321 2.003
N: 0.304 2.473 2.717
H: 1.909 2.890 -1.082
H: 0.416 2.774 -1.952
H: 0.591 1.911 -0.357
H: -0.796 4.205 -0.320
H: 0.708 4.881 -0.970
H: 0.775 5.326 1.608
H: 2.072 4.415 1.037
C: -2.747 0.692 -1.831
C: -3.734 1.746 -2.425
C: -5.053 1.156 -2.903
C: -5.785 0.610 -1.772
N: -6.463 0.224 -0.914
H: -1.775 1.164 -1.687
H: -2.515 -0.162 -2.468
H: -3.135 0.192 -0.944
H: -3.190 2.250 -3.225
H: -3.953 2.491 -1.661
H: -4.988 0.379 -3.665
H: -5.589 1.989 -3.358
C: 0.262 -0.278 4.201
C: 1.041 -1.280 4.953
C: 2.354 -1.695 4.263
C: 2.103 -2.302 2.924
N: 2.032 -2.786 1.891
H: -0.551 0.080 4.832
H: -0.064 -0.626 3.221
H: 0.893 0.573 3.944
H: 0.487 -2.177 5.229
H: 1.433 -0.746 5.818
H: 2.753 -2.465 4.923
H: 2.990 -0.832 4.067
N: 0.050 0.930 1.160
C: 0.509 -0.355 1.400
C: -0.054 -1.232 0.494
C: -0.993 -0.522 -0.238
C: -0.837 0.860 0.088
H: 0.471 1.727 1.617
H: 1.191 -0.564 2.210
H: 0.097 -2.299 0.563
H: -1.683 -0.849 -1.002
H: -1.256 1.724 -0.406
N: -2.855 -2.567 -1.064
C: -1.668 -2.917 -0.437
C: -0.750 -3.152 -1.473
C: -1.376 -2.940 -2.718
C: -2.690 -2.591 -2.445
H: -3.725 -2.336 -0.606
H: -1.496 -2.821 0.625
H: 0.297 -3.352 -1.303
H: -0.928 -3.033 -3.696
H: -3.470 -2.329 -3.144

---

Question: Look up the relative energy (zero: lowest compared OMol25 entry of this formula, charge and spin) of the second one.
Answer: 375.73 kcal/mol

---

Question: Among the records above, which one has the highest relative energy (zero: lowest compared OMol25 entry of this formula, charge and spin)?
Answer: C36H59N9